A cluster of 4 separate species, C37H62F2N7OSSi in total at a distorted geometry, computed with ωB97M-V/def2-TZVPD.

Structure (XYZ):
```
111
Properties=species:S:1:pos:R:3:forces:R:3
S -0.152 0.366 0.156 -0.24 0.39 -0.02
Si 4.671 -1.478 -1.122 0.51 0.38 0.25
F 1.562 -0.442 -4.359 0.34 0.22 -0.33
F 0.582 0.886 -2.957 -0.28 0.50 0.10
O -0.644 -1.426 -5.750 -0.13 0.02 0.35
N 0.058 -1.322 -2.934 -0.35 -0.51 0.36
N -4.584 2.264 2.893 -0.01 -0.03 -0.01
N 0.153 1.348 7.118 -0.02 0.02 -0.03
N 3.941 4.151 6.918 0.02 -0.04 -0.01
N -1.803 -0.717 -1.702 -0.03 0.45 0.30
N -2.026 -0.601 -3.992 0.47 -0.20 0.07
N -4.383 0.145 -5.115 0.03 0.23 -0.42
C 0.541 0.696 -7.851 0.36 -0.41 -0.12
C -4.191 -2.426 -0.555 0.47 0.09 0.02
C 5.277 4.431 6.816 -0.03 -0.01 0.00
C 3.357 -3.000 2.545 -0.12 -0.16 -0.47
C -1.259 -0.854 -2.867 0.10 0.01 -0.44
C 3.977 -2.234 1.548 -0.40 -0.56 0.23
C 2.574 -4.106 2.210 0.38 0.50 -0.70
C 2.280 -0.536 -2.086 -0.43 -0.43 -0.29
C 5.759 4.641 8.080 0.00 -0.01 0.01
C 4.670 4.480 8.981 0.02 -0.01 0.00
C -3.430 1.252 -4.956 -0.30 -0.24 0.70
C -4.164 -1.435 -1.714 0.21 -0.41 0.21
C 3.564 4.179 8.234 -0.03 -0.03 -0.03
C 0.515 -0.325 1.689 0.07 -0.35 0.26
C -1.078 1.134 6.563 0.03 -0.04 0.03
C -3.423 0.554 -0.289 -0.09 -0.06 0.06
C -5.374 3.311 3.284 0.02 -0.01 -0.03
C 4.942 0.212 -0.326 -0.44 -0.51 0.01
C 3.834 -2.548 0.184 -0.17 -0.08 0.36
C -1.045 1.607 5.279 0.01 -0.02 -0.11
C 3.505 -1.279 -2.602 0.12 -0.01 0.62
C 0.492 -0.834 -7.764 0.01 0.60 0.04
C -3.212 -0.243 -1.561 -0.61 -0.07 0.25
C -6.563 2.799 3.724 -0.01 -0.01 0.00
C 2.433 -4.440 0.860 0.13 0.35 0.02
C -0.452 -1.223 2.455 0.21 0.47 -0.44
C -0.798 -1.348 -7.158 0.28 -0.08 -0.74
C -1.076 -1.060 -0.487 0.69 -0.24 0.34
C 3.049 -3.668 -0.133 0.03 0.01 0.51
C -2.031 0.796 -4.443 -1.06 0.43 -0.42
C 1.129 -0.339 -3.089 0.66 -0.60 0.39
C -1.837 -1.595 -5.034 -0.11 -0.15 -0.40
C 0.259 2.128 5.051 -0.02 -0.04 -0.03
C -6.490 1.385 3.597 -0.02 0.00 0.00
C 0.972 1.953 6.207 0.05 -0.03 0.03
C 6.349 -2.138 -1.608 -0.20 -0.10 -0.14
C -5.258 1.085 3.084 0.08 0.00 -0.08
H 1.574 1.017 -7.938 0.10 0.17 0.02
H -1.878 -2.577 -4.557 0.17 -0.13 0.08
H 6.872 -1.401 -2.215 0.04 0.05 -0.10
H 5.598 0.114 0.534 0.31 0.06 0.01
H 0.416 1.099 8.054 0.00 0.01 0.01
H 5.350 0.934 -1.025 0.11 0.15 -0.06
H -1.770 -1.446 0.243 -0.33 0.19 0.07
H -5.042 0.397 -5.840 -0.04 -0.12 -0.06
H 1.844 -5.297 0.570 -0.05 -0.10 0.00
H 2.934 -3.954 -1.171 -0.08 -0.08 -0.06
H 6.294 -3.066 -2.174 -0.01 -0.09 -0.07
H -1.608 -0.665 -7.428 -0.20 0.04 0.16
H -1.308 0.954 -5.237 0.38 -0.21 0.06
H -3.302 -0.032 0.616 0.06 -0.06 0.12
H 0.121 1.166 -6.966 -0.09 0.11 0.10
H 5.768 4.457 5.858 0.01 0.01 0.00
H 4.576 -1.397 1.874 0.08 0.15 -0.11
H -4.942 0.017 -4.282 0.08 -0.05 0.11
H 0.609 -1.226 -8.769 0.02 -0.23 -0.09
H -7.255 0.672 3.856 0.00 0.00 0.01
H 3.998 0.583 0.070 -0.10 0.20 -0.03
H 1.458 -0.827 1.483 0.05 -0.20 -0.09
H 2.544 3.985 8.524 -0.01 0.04 0.01
H -1.419 -0.727 2.495 -0.22 -0.06 0.20
H -0.082 -1.350 3.466 -0.02 -0.19 0.15
H -2.695 -1.546 -5.697 -0.19 0.20 0.00
H -4.803 0.139 2.842 -0.01 -0.02 0.04
H 4.698 4.577 10.053 0.00 0.00 0.00
H -3.823 1.984 -4.248 0.03 0.17 0.05
H -1.038 -2.323 -7.588 -0.10 -0.20 0.23
H -3.655 2.347 2.525 0.03 0.03 0.03
H -1.770 1.445 -3.617 0.30 0.01 0.17
H -3.329 1.784 -5.894 0.12 -0.06 -0.24
H -0.556 -2.184 1.961 -0.02 -0.22 0.15
H 1.867 -1.140 -1.283 -0.14 0.14 0.24
H 3.332 3.963 6.145 -0.02 0.08 -0.02
H 0.757 0.531 2.312 -0.03 0.28 -0.08
H 1.988 2.202 6.461 0.02 -0.06 0.02
H 6.777 4.883 8.333 0.00 0.00 0.00
H 0.170 -2.079 -3.597 0.04 0.20 -0.29
H -3.859 -1.978 -2.606 -0.16 0.05 -0.28
H -5.170 -1.058 -1.881 -0.08 0.20 -0.06
H 2.532 0.426 -1.655 0.04 0.25 -0.14
H 0.032 1.038 -8.748 -0.26 0.17 0.05
H 6.963 -2.330 -0.731 0.02 0.00 0.17
H -3.236 -2.943 -0.466 0.11 -0.08 0.01
H 3.468 -2.751 3.590 0.13 0.16 0.06
H 0.629 2.581 4.145 -0.01 0.04 0.01
H -4.446 0.919 -0.294 -0.14 0.07 -0.02
H 3.236 -2.283 -2.928 -0.05 -0.06 -0.31
H -2.749 1.400 -0.240 0.06 0.18 0.02
H -0.373 -1.858 -0.701 0.03 -0.08 -0.24
H -1.866 1.585 4.581 -0.04 0.02 0.03
H 4.005 -0.748 -3.404 0.05 0.00 -0.23
H -7.395 3.372 4.098 0.00 0.00 0.01
H 2.099 -4.680 2.989 -0.08 -0.16 0.03
H -5.022 4.326 3.216 -0.01 0.01 0.01
H -3.443 0.440 -2.366 0.36 0.01 -0.31
H 1.337 -1.180 -7.174 0.02 -0.26 0.10
H -4.381 -1.946 0.400 -0.22 0.01 0.10
H -4.929 -3.200 -0.724 -0.25 -0.03 0.00
H -1.868 0.669 7.126 -0.02 0.01 -0.01
```
Forces are in eV/Å.

* LUMO level: -3.0 eV
* net charge: +1
* spin multiplicity: 1
* energy: -75995.0826 eV